Entry 1:
C12H10BrF3HfO2 as an isolated structure in a non-equilibrium geometry, computed with wB97M-V/def2-TZVPD.

Properties
- net charge = 0
- orbital gap (alpha / beta) (Ha) = 0.0939 / 0.0926
- ΔE to the lowest compared entry with this formula, charge and spin (kcal per mole) = 91.83

XYZ file:
```
29
Properties=species:S:1:pos:R:3:mulliken_charge:R:1
C -2.16 -0.54 0.19 -0.39
C -2.01 -1.05 1.52 -0.43
C -2.13 0.05 2.44 -0.18
H -1.96 -2.12 1.79 0.37
C -2.29 1.25 1.67 -0.54
C -2.32 0.88 0.28 -0.40
H -2.55 1.55 -0.56 0.45
H -2.31 -1.16 -0.71 0.47
H -2.10 -0.01 3.54 0.45
H -2.41 2.27 2.08 0.42
Hf -0.17 0.26 1.22 1.01
Br 0.86 -0.62 -0.88 -0.28
C 2.45 0.97 -3.86 -0.43
C 1.35 1.76 -4.30 -0.48
C 0.35 0.88 -4.82 -0.48
H 1.29 2.86 -4.26 0.38
C 0.84 -0.45 -4.71 -0.41
C 2.14 -0.40 -4.11 -0.64
H 2.79 -1.26 -3.91 0.40
H 3.39 1.34 -3.43 0.35
H -0.61 1.18 -5.26 0.38
H 0.32 -1.37 -5.04 0.35
F 1.63 -0.53 6.00 -0.23
C 1.19 -1.25 4.95 0.76
F 2.18 -2.10 4.58 -0.23
F 0.15 -2.01 5.38 -0.23
C 0.79 -0.31 3.76 0.76
O 0.82 0.91 3.77 -0.62
O 0.47 -0.99 2.68 -0.56
```

Entry 2:
C12H10BrF3O2Pr as an isolated structure in a non-equilibrium geometry, computed with wB97M-V/def2-TZVPD.

Properties
- net charge = -1
- orbital gap (alpha / beta) (Ha) = 0.2474 / 0.2476
- 2S+1 = 3
- expectation value of S² = 2.005

XYZ file:
```
29
Properties=species:S:1:pos:R:3:mulliken_charge:R:1
C -1.66 -0.87 -1.12 -1.00
C -1.43 -1.32 0.21 -0.21
C -1.39 -0.19 1.10 -0.19
H -1.62 -2.33 0.58 0.38
C -1.56 0.99 0.33 -0.87
C -1.69 0.60 -1.05 -0.62
H -2.14 1.23 -1.78 0.51
H -2.15 -1.46 -1.85 0.58
H -1.43 -0.25 2.19 0.56
H -1.85 1.92 0.80 0.44
Pr 1.01 -0.64 -1.54 0.91
Br 1.80 -2.96 -2.38 -0.45
C 2.43 0.69 -3.63 -0.87
C 1.32 1.48 -4.08 -0.43
C 0.35 0.62 -4.62 -0.42
H 1.30 2.57 -4.15 0.41
C 0.85 -0.72 -4.55 -0.46
C 2.13 -0.67 -3.96 -0.63
H 2.90 -1.39 -4.08 0.76
H 3.41 1.08 -3.32 0.49
H -0.56 0.94 -5.15 0.40
H 0.35 -1.59 -4.97 0.36
F 1.63 -0.50 3.97 -0.26
C 1.32 -1.45 3.06 0.73
F 2.39 -2.32 2.96 -0.27
F 0.26 -2.17 3.53 -0.25
C 1.16 -0.84 1.64 0.70
O 1.44 0.36 1.41 -0.68
O 0.83 -1.72 0.76 -0.64
```

Entry 3:
C12H10Cl10CuF18MgNaO18S6 as an isolated structure in a non-equilibrium geometry, computed with wB97M-V/def2-TZVPD.

Properties
- net charge = -1
- orbital gap (alpha / beta) (Ha) = 0.2688 / 0.1634
- 2S+1 = 2
- expectation value of S² = 0.752

XYZ file:
```
77
Properties=species:S:1:pos:R:3:mulliken_charge:R:1
Na 13.44 -8.04 -3.24 1.01
Cu 18.00 -10.45 -3.16 -0.15
Mg 14.42 -13.49 -3.94 2.37
C 15.52 -10.51 -7.10 0.45
F 14.41 -10.32 -7.78 -0.18
F 16.12 -11.62 -7.46 -0.16
F 16.33 -9.48 -7.28 -0.17
S 15.14 -10.63 -5.24 1.01
O 14.43 -11.88 -5.00 -0.67
O 16.46 -10.70 -4.61 -0.22
O 14.41 -9.42 -4.90 -0.65
C 18.04 -14.89 -2.69 0.53
F 17.89 -16.12 -3.14 -0.20
F 17.12 -14.71 -1.73 -0.11
F 19.26 -14.73 -2.19 -0.23
S 17.75 -13.71 -4.12 0.77
O 16.30 -13.76 -4.28 -0.75
O 18.23 -12.42 -3.61 -0.25
O 18.48 -14.13 -5.26 -0.60
C 16.62 -7.31 -0.31 0.57
F 16.50 -8.57 0.02 -0.10
F 15.59 -6.58 -0.03 -0.20
F 17.75 -6.87 0.18 -0.21
S 16.87 -7.24 -2.23 1.24
O 15.54 -6.98 -2.77 -0.77
O 17.89 -6.23 -2.45 -0.67
O 17.39 -8.55 -2.63 -0.18
C 13.43 -16.22 -0.78 0.51
F 12.11 -16.22 -0.55 -0.25
F 13.93 -15.06 -0.34 -0.17
F 13.92 -17.21 -0.07 -0.26
S 13.71 -16.46 -2.61 1.42
O 14.27 -15.17 -3.08 -0.56
O 14.63 -17.59 -2.67 -0.72
O 12.42 -16.75 -3.20 -0.72
C 14.77 -11.75 0.20 0.18
F 13.56 -12.28 0.35 -0.12
F 14.80 -10.67 0.95 -0.15
F 15.66 -12.65 0.55 -0.07
S 15.04 -11.35 -1.62 0.27
O 14.76 -12.58 -2.37 -1.58
O 14.21 -10.26 -2.06 -0.42
O 16.44 -10.92 -1.74 0.58
C 10.53 -11.49 -3.92 0.44
F 9.40 -11.13 -3.31 -0.21
F 10.29 -11.64 -5.22 -0.23
F 11.45 -10.53 -3.76 -0.17
S 11.12 -13.14 -3.21 1.09
O 10.93 -13.01 -1.77 -0.51
O 10.32 -14.14 -3.89 -0.65
O 12.53 -13.18 -3.59 -0.12
Cl 11.62 -15.03 5.00 -0.17
C 12.67 -15.73 3.75 -0.24
C 12.23 -17.10 3.29 -0.14
Cl 12.16 -18.20 4.67 -0.21
H 13.68 -15.74 4.14 0.39
H 12.76 -15.07 2.89 0.03
H 12.95 -17.49 2.57 0.14
H 11.22 -17.13 2.90 0.19
Cl 18.01 -7.66 3.14 -0.17
C 16.92 -8.82 3.95 -0.36
C 15.57 -8.89 3.32 0.11
Cl 14.63 -7.39 3.70 -0.22
H 16.82 -8.56 5.00 0.39
H 17.43 -9.78 3.86 0.18
H 14.98 -9.72 3.68 0.35
H 15.63 -8.96 2.23 -0.27
C 9.57 -13.66 1.66 0.65
Cl 9.10 -15.04 2.71 -0.16
Cl 9.69 -12.18 2.60 -0.15
Cl 8.42 -13.50 0.36 -0.10
H 10.57 -13.86 1.30 -0.27
C 19.49 -12.65 1.64 -0.05
Cl 18.74 -14.09 2.34 -0.13
Cl 20.75 -11.93 2.68 -0.15
Cl 18.26 -11.45 1.19 0.02
H 19.99 -13.00 0.74 0.23
```

Entry 4:
The molecule C12H10F3N3OS, computed with wB97M-V/def2-TZVPD.

Properties
- structure (SMILES) = C=CCSc1n[nH]c(=O)n1-c1cccc(C(F)(F)F)c1
- net charge = 0
- orbital gap (Ha) = 0.3387

XYZ file:
```
30
Properties=species:S:1:pos:R:3:mulliken_charge:R:1
C 0.49 -0.93 4.45 -0.82
C -0.81 -1.05 4.27 -0.05
C -1.54 -0.85 2.98 -0.38
H -2.06 -1.76 2.68 0.33
H -2.28 -0.05 3.07 0.34
S -0.43 -0.41 1.60 -0.04
C -1.63 -0.30 0.36 0.36
N -2.88 -0.58 0.55 -0.52
N -3.49 -0.31 -0.64 -0.09
C -2.63 0.16 -1.59 0.33
O -2.86 0.49 -2.72 -0.63
N -1.39 0.16 -0.92 0.19
C -0.17 0.55 -1.50 0.44
C 1.01 -0.10 -1.17 -0.23
C 2.19 0.31 -1.75 -0.36
C 2.22 1.35 -2.67 -0.69
C 1.03 1.98 -3.00 -0.72
C -0.16 1.59 -2.42 -0.62
H -1.08 2.08 -2.69 0.44
H 1.04 2.79 -3.72 0.39
H 3.15 1.66 -3.12 0.47
C 3.46 -0.39 -1.35 0.93
F 3.89 0.00 -0.13 -0.26
F 3.31 -1.72 -1.28 -0.27
F 4.48 -0.17 -2.19 -0.28
H 1.01 -0.93 -0.48 0.78
H -4.48 -0.46 -0.75 0.22
H -1.47 -1.31 5.09 0.31
H 0.94 -1.09 5.42 0.26
H 1.15 -0.68 3.65 0.15
```

Entry 5:
C12H10I2 as an isolated structure in a non-equilibrium geometry, computed with wB97M-V/def2-TZVPD.

Properties
- net charge = 0
- orbital gap (Ha) = 0.3056
- ΔE to the lowest compared entry with this formula, charge and spin (kcal per mole) = 62.52

XYZ file:
```
24
Properties=species:S:1:pos:R:3:mulliken_charge:R:1
C 1.09 -3.47 0.46 -0.42
C 1.50 -2.50 -0.45 -0.86
C 0.07 -3.14 1.39 -0.55
C 1.00 -1.17 -0.37 -0.47
C -0.49 -1.85 1.36 -0.27
C -0.02 -0.84 0.45 0.99
C -0.78 3.17 -0.86 0.00
C -0.91 2.22 -1.95 -0.25
C -0.32 2.96 0.38 -0.75
C -0.63 0.94 -1.72 -0.48
C 0.15 1.64 0.87 -0.85
C -0.59 0.54 0.25 -0.49
I 2.32 1.59 0.56 0.09
I -2.70 0.74 0.78 0.18
H 1.44 -4.47 0.29 0.41
H 2.44 -2.55 -1.00 0.31
H -0.41 -3.90 2.06 0.31
H 1.43 -0.55 -1.10 0.45
H -1.32 -1.55 2.07 0.23
H -1.17 4.11 -1.13 0.43
H -1.24 2.53 -3.00 0.28
H -0.23 3.81 1.04 0.43
H -0.79 0.06 -2.28 0.51
H 0.18 1.67 1.89 0.76
```

Entry 6:
The molecule C12H10N2 in a non-equilibrium geometry, computed with wB97M-V/def2-TZVPD.

Properties
- structure (SMILES) = Cn1cccc2nc3ccccc3c1-2
- net charge = 0
- orbital gap (Ha) = 0.2567
- ΔE to the lowest compared entry with this formula, charge and spin (kcal per mole) = 118.29

XYZ file:
```
24
Properties=species:S:1:pos:R:3:mulliken_charge:R:1
C -1.11 2.13 0.21 -0.79
C -2.96 0.38 -0.27 -0.24
C -3.20 -0.99 -0.05 -0.75
C -2.08 -2.02 0.00 -0.49
C -0.80 -1.54 -0.24 0.22
C 1.26 -1.24 -0.12 -0.13
C 2.69 -1.45 0.17 -0.56
C 3.43 -0.38 -0.11 -0.23
C 2.88 0.84 -0.30 -0.99
C 1.54 1.04 -0.31 0.26
C 0.70 0.01 -0.23 1.51
C -0.69 -0.17 -0.16 0.16
H -2.07 2.91 0.29 0.27
H -0.14 2.70 -0.51 0.22
H -0.47 1.77 1.31 0.39
H -3.65 1.24 -0.12 0.29
H -4.09 -1.35 -0.16 0.57
H -2.35 -3.00 0.34 0.46
H 2.87 -2.52 0.57 0.32
H 4.60 -0.48 -0.04 0.25
H 3.73 1.51 0.12 0.16
H 1.22 2.11 0.01 -0.01
N -1.67 0.74 -0.21 0.06
N 0.38 -2.24 -0.19 -0.93
```

Entry 7:
A 2-piece molecular cluster, C12H10N5O5S2 overall in a non-equilibrium geometry, computed with wB97M-V/def2-TZVPD.

Properties
- net charge = -1
- orbital gap (Ha) = 0.1331
- ΔE to the lowest compared entry with this formula, charge and spin (kcal per mole) = 6.61

XYZ file:
```
34
Properties=species:S:1:pos:R:3:mulliken_charge:R:1
C 3.57 3.26 -1.44 -0.53
C 2.34 2.64 -0.76 -0.61
N 2.66 1.29 -0.23 0.09
C 1.78 0.23 -0.30 0.28
S 0.27 0.42 -1.00 -0.55
S 2.21 -1.25 0.33 -0.57
C 3.88 1.27 0.59 -0.62
C 5.04 1.93 -0.15 -0.53
O 4.70 3.24 -0.58 -0.37
H 3.84 2.72 -2.35 0.33
H 3.39 4.30 -1.72 0.30
H 2.01 3.26 0.07 0.25
H 1.51 2.56 -1.46 0.35
H 3.66 1.82 1.51 0.26
H 4.12 0.25 0.87 0.34
H 5.94 2.01 0.48 0.31
H 5.32 1.36 -1.04 0.32
N -0.14 -4.57 -0.01 -0.49
C -0.99 -3.79 0.12 -0.13
C -2.02 -2.86 0.29 0.34
C -1.89 -1.82 1.19 -0.68
C -2.96 -0.94 1.34 0.84
N -3.21 0.20 2.08 0.86
O -2.37 0.69 2.87 -0.70
O -4.43 0.72 1.85 -0.13
N -4.98 -0.07 0.96 -0.59
C -4.14 -1.08 0.63 0.87
C -4.27 -2.14 -0.30 -0.40
N -5.46 -2.33 -1.10 0.93
O -6.47 -1.67 -0.84 -0.55
O -5.42 -3.15 -2.03 -0.61
C -3.22 -3.01 -0.45 -0.67
H -0.98 -1.67 1.74 0.49
H -3.31 -3.81 -1.16 0.57
```

Entry 8:
The molecule C12H10NPS in a non-equilibrium geometry, computed with wB97M-V/def2-TZVPD.

Properties
- structure (SMILES) = c1ccc(P2Nc3ccccc3S2)cc1
- net charge = 0
- orbital gap (Ha) = 0.2844
- ΔE to the lowest compared entry with this formula, charge and spin (kcal per mole) = 0.00

XYZ file:
```
25
Properties=species:S:1:pos:R:3:mulliken_charge:R:1
C -3.77 -1.08 -0.46 -0.69
C 3.56 -0.90 -0.44 -0.48
C -4.08 -0.01 0.39 -0.24
C -2.41 -1.16 -0.96 -0.38
C 3.55 0.13 -1.37 -0.55
C 2.76 -0.84 0.71 -0.81
C -3.07 0.75 0.98 -0.40
C -1.38 -0.47 -0.33 -0.16
C 2.73 1.22 -1.22 -0.37
C 1.90 0.23 0.78 0.25
C -1.72 0.51 0.64 0.54
C 1.97 1.31 -0.13 0.65
N 0.87 0.20 1.66 -0.29
P -0.44 1.47 1.58 -0.05
S 0.74 2.60 0.17 -0.22
H -4.57 -1.57 -0.98 0.36
H 4.10 -1.79 -0.48 0.43
H -5.14 0.15 0.78 0.27
H -1.99 -1.74 -1.74 0.40
H 4.09 -0.02 -2.36 0.26
H 2.54 -1.64 1.33 0.42
H -3.20 1.58 1.76 0.22
H -0.36 -0.57 -0.75 0.25
H 2.78 2.04 -1.94 0.35
H 0.56 -0.40 2.39 0.24
```

Entry 9:
The molecule C12H10OS in a non-equilibrium geometry, computed with wB97M-V/def2-TZVPD.

Properties
- structure (SMILES) = O=S1=C=CC/C=C\C=c2/ccccc2=1
- net charge = 0
- orbital gap (alpha / beta) (Ha) = 0.2580 / 0.2783
- ΔE to the lowest compared entry with this formula, charge and spin (kcal per mole) = 103.67

XYZ file:
```
24
Properties=species:S:1:pos:R:3:mulliken_charge:R:1
C 2.96 -1.52 0.18 -0.49
C 3.43 -0.21 0.32 -0.44
C 1.65 -1.65 -0.29 -0.46
C 2.72 0.89 0.11 -0.48
C 0.95 -0.49 -0.54 0.92
C 1.40 0.76 -0.37 -0.11
C -2.57 -0.98 0.21 -0.52
C -1.29 -1.30 0.02 -0.24
C -2.35 1.61 0.28 -0.14
C -1.09 1.79 0.07 -0.10
C -3.22 0.30 -0.16 -0.69
C -0.52 -0.57 -0.83 -1.15
O 0.94 3.36 0.21 -0.63
S 0.37 2.27 -0.64 0.33
H 3.47 -2.37 0.64 0.35
H 4.34 -0.17 0.96 0.26
H 1.08 -2.59 -0.36 0.48
H 3.05 1.83 0.49 0.45
H -3.20 -1.63 0.90 0.27
H -0.67 -1.96 0.61 0.31
H -3.08 2.11 0.84 0.39
H -3.33 0.18 -1.25 0.28
H -4.17 0.41 0.26 0.45
H -0.85 -0.08 -1.67 0.93
```

Entry 10:
C12H11BaN2O3SbSe4 as an isolated structure, computed with wB97M-V/def2-TZVPD.

Properties
- net charge = -2
- orbital gap (Ha) = 0.1899
- ΔE to the lowest compared entry with this formula, charge and spin (kcal per mole) = 0.50

XYZ file:
```
34
Properties=species:S:1:pos:R:3:mulliken_charge:R:1
Ba 0.43 -2.38 0.44 1.47
Se 3.51 -5.60 3.95 -0.75
Sb 3.42 -3.47 2.78 0.98
Se 1.31 -2.20 3.40 -0.88
Se 3.25 -3.88 0.30 -0.95
Se 5.35 -1.99 3.27 -0.83
O -3.83 -3.21 -1.55 -0.74
C -2.85 -2.63 -1.08 0.21
O -1.88 -3.11 -0.43 -0.66
C -2.81 -1.10 -1.31 0.25
C -3.95 -0.50 -1.91 -0.52
C -3.97 0.85 -2.10 -0.70
C -2.85 1.62 -1.71 1.33
C -2.80 3.03 -1.85 -0.83
C -1.70 3.73 -1.44 -0.34
C -0.60 3.04 -0.87 -0.66
C -0.62 1.69 -0.72 -0.33
C -1.76 0.94 -1.14 -0.52
N -1.75 -0.42 -0.95 -0.26
H -4.77 -1.15 -2.18 0.48
H -4.83 1.34 -2.54 0.36
H -3.65 3.54 -2.29 0.33
H -1.67 4.80 -1.55 0.36
H 0.26 3.61 -0.54 0.43
H 0.21 1.15 -0.28 0.82
C 2.86 1.04 2.07 -1.07
C 2.82 0.09 0.91 0.66
N 3.95 -0.54 0.63 -0.14
O 1.78 -0.06 0.23 -0.72
H 3.44 1.93 1.79 0.31
H 3.35 0.55 2.92 0.34
H 1.85 1.33 2.35 0.25
H 4.63 -0.69 1.39 0.07
H 3.87 -1.36 0.02 0.22
```

Entry 11:
C12H11BrCaCl2O2 as an isolated structure in a non-equilibrium geometry, computed with wB97M-V/def2-TZVPD.

Properties
- net charge = -2
- orbital gap (Ha) = 0.2051
- ΔE to the lowest compared entry with this formula, charge and spin (kcal per mole) = 0.16

XYZ file:
```
29
Properties=species:S:1:pos:R:3:mulliken_charge:R:1
C -2.01 -1.02 -1.06 -0.56
C -1.93 -1.48 0.28 -0.32
C -1.59 -0.37 1.11 -0.18
H -2.13 -2.49 0.61 0.32
C -1.49 0.79 0.31 -0.80
C -1.67 0.38 -1.06 -0.99
H -1.77 1.01 -1.94 0.48
H -2.39 -1.60 -1.91 0.33
H -1.56 -0.41 2.19 0.71
H -1.21 1.81 0.67 0.24
Ca 0.98 -0.69 -1.17 0.93
Br 2.75 -2.76 -1.56 -0.79
C 2.44 0.70 -3.82 -0.68
C 1.28 1.47 -4.11 -0.33
C 0.29 0.60 -4.67 -0.40
H 1.19 2.55 -4.02 0.33
C 0.83 -0.72 -4.71 -0.46
C 2.14 -0.67 -4.14 -0.82
H 2.83 -1.52 -4.06 0.56
H 3.43 1.08 -3.56 0.33
H -0.69 0.91 -5.05 0.38
H 0.39 -1.58 -5.23 0.34
Cl 2.14 0.06 4.22 -0.21
C 1.34 -1.11 3.15 0.06
Cl -0.18 -1.84 3.75 -0.17
C 1.28 -0.76 1.63 0.86
O 0.81 -1.71 0.91 -0.60
O 1.69 0.34 1.13 -0.82
H 2.14 -1.86 3.19 0.26
```

Entry 12:
C12H11N8O2S3Sn as an isolated structure, computed with wB97M-V/def2-TZVPD.

Properties
- net charge = -1
- orbital gap (Ha) = 0.2773
- ΔE to the lowest compared entry with this formula, charge and spin (kcal per mole) = 7.12

XYZ file:
```
37
Properties=species:S:1:pos:R:3:mulliken_charge:R:1
Sn 0.75 -1.13 0.53 0.56
C 1.18 2.58 -0.15 -0.46
C 1.24 2.63 1.24 -0.41
C 2.30 2.04 1.91 -0.51
C 3.30 1.39 1.19 -0.45
C 3.24 1.33 -0.20 -0.36
C 2.18 1.92 -0.87 -0.19
H 0.35 3.05 -0.67 0.40
H 0.47 3.15 1.80 0.59
H 2.35 2.08 2.99 0.39
H 4.14 0.93 1.71 0.37
H 4.00 0.81 -0.76 0.34
H 2.13 1.87 -1.95 0.29
S -0.88 -5.42 1.47 -0.33
C -0.38 -3.87 1.22 0.18
S 0.70 -3.02 2.28 -0.36
S -0.90 -2.95 -0.18 -0.35
N -1.99 0.40 -1.60 -0.76
N -2.10 -0.70 -2.47 -0.02
C -1.05 -1.40 -2.92 0.47
N -1.29 -2.47 -3.70 -0.43
N 0.13 -0.91 -2.56 -0.32
N 1.26 -1.59 -2.88 0.91
O 2.24 -1.29 -2.23 -0.53
O 1.28 -2.43 -3.78 -0.78
H -1.04 0.74 -1.68 0.43
H -2.08 0.06 -0.64 0.31
H -3.03 -1.09 -2.55 0.21
H -2.16 -2.96 -3.58 0.23
H -0.47 -3.01 -3.94 0.27
N -0.98 0.07 1.46 -0.37
C -1.56 0.60 2.33 0.50
C -2.26 1.28 3.30 -0.03
C -1.97 2.66 3.49 0.15
N -1.72 3.78 3.63 -0.52
C -3.28 0.66 4.07 0.07
N -4.12 0.19 4.71 -0.52
```